[1]
DFT (ωB97M-V/def2-TZVPD) results for one molecule with the formula C4H8N2S2 in a non-equilibrium geometry.

The geometry in XYZ format:
```
16
Properties=species:S:1:pos:R:3:forces:R:3
C 0.588 -1.577 1.464 0.424 -0.125 0.145
C -0.310 0.008 -0.335 0.156 0.832 0.402
C 0.981 1.892 -0.884 -0.489 0.094 -0.303
C -1.598 -0.770 -0.466 -0.386 -0.481 -0.912
H 0.638 -2.587 0.984 -0.010 0.879 0.561
H 1.431 -1.458 2.214 -0.988 -0.091 -0.946
H -0.370 -1.467 2.000 0.469 -0.250 -0.147
H 1.569 -0.061 0.363 0.712 0.311 -0.014
H 1.798 1.371 -1.412 -0.063 0.257 0.211
H 1.223 2.028 0.168 0.408 0.076 0.218
H 0.848 2.901 -1.321 0.039 -0.699 0.095
H -2.505 1.355 -0.911 -0.065 -0.512 0.224
N 0.690 -0.498 0.469 -1.009 -0.493 -0.171
N -0.256 1.129 -0.976 0.092 -0.757 0.200
S -3.086 0.136 -0.700 0.653 0.212 0.098
S -1.642 -2.402 -0.656 0.058 0.745 0.341
```
Positions in Å, forces in eV/Å.

Results
Net charge = 0
SMILES string = C/N=C(\NC)C(=S)S
E_HOMO = -8.76 eV
LUMO level = -0.650 eV
Gap between HOMO and LUMO = 0.29788 hartree

***

[2]
DFT (ωB97M-V/def2-TZVPD) results for C22H33Br15O13 as an isolated structure in a non-equilibrium geometry.

The geometry in XYZ format:
```
83
Properties=species:S:1:pos:R:3:forces:R:3
C 1.710 -2.832 3.252 0.351 -0.460 0.062
Br 1.122 -4.418 4.297 0.454 0.983 -0.483
Br 2.406 -3.400 1.494 0.106 0.096 0.932
Br 2.984 -1.678 4.307 -1.231 -1.105 -0.937
H 0.795 -2.311 2.969 0.352 0.291 0.451
C -3.923 1.479 1.540 -0.478 -0.106 0.977
Br -3.740 -0.325 2.455 -0.140 1.571 -0.985
Br -3.986 2.916 2.918 0.039 -0.812 -0.733
Br -5.516 1.634 0.410 0.763 -0.331 0.473
H -3.045 1.681 0.926 -0.121 -0.272 0.231
C 1.506 -1.026 -6.525 0.253 0.184 0.766
Br 2.499 -2.693 -6.897 -0.607 1.242 0.329
Br 2.391 0.628 -7.044 0.105 -0.594 0.103
Br 1.045 -0.846 -4.527 0.329 -0.471 -1.828
H 0.609 -1.006 -7.144 -0.007 -0.400 0.629
C -3.933 -2.413 -3.330 -0.400 -0.106 0.752
Br -4.829 -2.072 -1.576 0.380 -0.053 -1.049
Br -5.199 -2.621 -4.784 0.274 -0.010 0.440
Br -2.773 -3.963 -3.120 -0.250 0.590 -0.312
H -3.353 -1.520 -3.563 0.037 -0.382 0.177
C -0.116 4.696 -2.904 0.679 0.724 -1.546
Br 1.025 3.367 -3.966 -1.094 1.470 0.851
Br -1.910 4.842 -3.721 0.911 -0.255 0.591
Br 0.708 6.553 -2.988 -0.504 -1.644 0.207
H -0.177 4.404 -1.856 0.100 -0.110 -0.309
C 0.331 1.305 2.668 0.433 0.134 -0.025
C 0.491 2.110 3.986 -2.119 -0.204 -3.285
C -0.837 2.470 4.667 0.596 -0.228 0.070
O -0.481 2.348 6.024 0.887 -0.301 0.784
C 0.606 1.519 6.122 -1.284 -0.612 3.360
O 0.890 1.032 7.203 0.344 0.804 -2.665
O 1.130 1.294 4.916 1.245 0.117 0.798
H -0.007 0.283 2.838 -0.380 0.118 0.125
H 1.254 1.205 2.097 0.386 0.119 0.544
H -0.279 1.815 1.922 -0.630 0.129 0.337
H 0.921 3.058 3.662 1.181 -0.051 0.836
H -1.610 1.721 4.496 -0.301 0.368 -0.469
H -1.106 3.517 4.525 -0.438 -0.331 -0.419
C -2.648 1.283 -2.283 0.216 -1.105 0.006
C -1.443 0.314 -2.127 0.753 1.403 0.333
C -0.134 1.033 -1.749 -1.051 -0.153 -0.886
O 0.455 0.131 -0.819 0.858 -0.410 0.937
C -0.461 -0.762 -0.317 0.491 -0.013 0.400
O -0.270 -1.566 0.592 -0.590 2.329 -2.393
O -1.588 -0.548 -1.020 -1.381 -1.691 1.721
H -2.457 2.077 -3.006 0.134 -0.299 -0.208
H -2.933 1.792 -1.362 0.531 -0.127 0.296
H -3.545 0.721 -2.544 -0.014 0.035 -0.333
H -1.183 -0.348 -2.953 -0.749 0.226 -0.522
H -0.360 2.018 -1.340 0.323 -0.052 0.574
H 0.455 1.166 -2.657 0.407 -0.179 0.559
C -0.064 -6.513 1.299 -1.382 -0.287 -0.375
C -0.555 -5.999 -0.065 -0.422 0.807 1.283
C -0.666 -4.443 -0.138 -0.752 -1.590 3.055
O 0.177 -4.063 -1.142 1.151 0.208 -1.384
C 0.849 -5.156 -1.589 0.457 -0.306 -1.680
O 1.687 -5.186 -2.438 0.087 0.970 0.242
O 0.395 -6.290 -1.065 -0.607 -0.402 0.351
H 0.902 -6.095 1.582 -0.150 -0.130 0.007
H -0.122 -7.598 1.389 0.740 -0.192 -0.595
H -0.846 -6.301 2.029 0.136 0.847 0.253
H -1.578 -6.302 -0.288 0.337 -1.098 -0.345
H -0.313 -4.116 0.840 0.050 0.679 -0.171
H -1.717 -4.164 -0.213 0.249 0.469 -0.661
C 3.430 -0.065 1.210 0.687 0.807 -0.580
C 3.949 1.035 0.290 1.375 -0.826 1.114
C 4.027 0.878 -1.188 -0.758 -0.019 -0.861
O 3.148 1.928 -1.660 0.754 -0.442 -0.976
C 2.786 2.718 -0.652 -1.864 -0.188 -0.506
O 2.016 3.635 -0.780 0.751 -0.084 0.362
O 3.209 2.210 0.494 -0.335 1.186 0.941
H 4.017 -0.974 1.079 -0.003 0.067 0.050
H 2.373 -0.289 1.061 0.078 0.078 0.064
H 3.664 0.377 2.178 -0.523 -0.576 0.341
H 4.977 1.263 0.573 0.024 -0.036 0.598
H 3.660 -0.091 -1.525 -0.033 0.152 -0.253
H 5.048 1.063 -1.523 -0.222 -0.039 -0.383
C -0.643 4.857 1.123 -0.948 0.378 0.991
O -1.555 3.931 0.557 0.224 -1.046 -0.376
H -1.163 5.295 1.975 -0.175 0.914 -0.147
H 0.172 4.401 1.684 0.397 -0.509 -1.097
H -0.383 5.579 0.349 0.615 0.154 0.476
H -2.370 4.411 0.391 -0.087 -0.005 0.000
```
Positions in Å, forces in eV/Å.

Results
Net charge = 0
E_HOMO = -10.38 eV
LUMO level = -0.777 eV
Gap between HOMO and LUMO = 0.35301 hartree

***

[3]
DFT (ωB97M-V/def2-TZVPD) results for a 2-piece molecular cluster, C5H15NO2 overall in a non-equilibrium geometry.

The geometry in XYZ format:
```
23
Properties=species:S:1:pos:R:3:forces:R:3
C 0.053 0.168 -1.450 -2.404 1.454 -1.697
C 0.912 0.735 -0.334 2.233 0.903 -2.644
C 0.789 2.261 -0.073 -2.614 -0.444 0.544
O 2.199 0.605 -0.973 1.367 -0.317 0.335
C -1.444 -0.001 -1.004 -1.340 0.680 0.225
N -1.842 -1.310 -0.547 4.596 1.100 1.748
C -1.280 -1.694 0.809 -3.499 0.990 0.293
H 0.392 -0.642 -2.106 0.379 -0.459 1.003
H -0.113 0.960 -2.279 0.518 -0.687 1.518
H 0.943 0.197 0.594 -0.265 -0.551 0.234
H -0.295 2.555 -0.166 0.877 -0.004 -0.451
H 0.915 2.527 0.980 0.762 -0.182 -0.141
H 1.420 2.840 -0.746 -0.140 -0.171 0.135
H 2.220 0.255 -1.886 -0.395 0.257 0.934
H -1.583 0.857 -0.320 -0.467 -0.976 0.180
H -2.095 0.132 -1.842 -0.208 0.522 -0.926
H -1.519 -1.925 -1.289 -1.031 -0.928 -0.150
H -1.609 -0.901 1.529 -0.008 -0.571 -0.719
H -0.203 -1.568 0.910 0.204 -0.784 -0.652
H -1.825 -2.610 1.101 1.186 0.070 -0.047
H 1.203 -0.257 2.668 0.522 0.432 1.123
H 0.065 -0.767 3.748 0.716 0.531 0.650
O 0.412 -0.742 2.863 -0.989 -0.865 -1.494
```
Positions in Å, forces in eV/Å.

Results
Net charge = +1
Multiplicity = 2
E_HOMO (spin up / spin down) = -14.11 / -14.09 eV
LUMO level (spin up / spin down) = -2.921 / -8.036 eV
⟨S²⟩ = 0.7549
Gap between HOMO and LUMO (spin up / spin down) = 0.41107 / 0.22231 hartree

***

[4]
DFT (ωB97M-V/def2-TZVPD) results for a 2-piece molecular cluster, C6H9NO3 overall in a non-equilibrium geometry.

The geometry in XYZ format:
```
19
Properties=species:S:1:pos:R:3:forces:R:3
C 0.679 0.321 -0.088 0.220 -0.021 0.008
C 1.896 -0.313 0.578 -0.177 0.123 -0.109
C 1.011 0.767 -1.517 -0.136 0.151 0.209
C -1.873 -0.129 -0.186 -1.145 -0.350 -0.111
C -1.062 -0.468 2.547 -0.192 0.488 0.656
C -0.461 -0.661 -0.133 0.264 0.069 -0.339
O -1.970 1.205 -0.255 0.515 0.290 -0.072
N -0.251 -1.902 -0.164 0.171 -0.239 0.014
O -2.838 -0.851 -0.154 0.192 0.144 -0.024
O -1.346 0.606 2.750 0.133 -0.458 -0.078
H -2.898 1.484 -0.282 -0.033 -0.343 0.026
H 0.354 1.199 0.479 0.024 -0.069 -0.023
H -1.104 -2.464 -0.195 -0.152 0.322 -0.070
H 2.683 0.425 0.707 0.088 0.073 0.010
H 2.266 -1.127 -0.040 0.072 -0.086 0.033
H 1.624 -0.723 1.548 0.080 -0.066 0.125
H 0.136 1.190 -2.006 -0.022 0.063 -0.103
H 1.361 -0.083 -2.095 0.055 -0.122 -0.103
H 1.793 1.524 -1.495 0.041 0.032 -0.048
```
Positions in Å, forces in eV/Å.

Results
Net charge = 0
E_HOMO = -10.31 eV
LUMO level = 0.059 eV
Gap between HOMO and LUMO = 0.38093 hartree

***

[5]
DFT (ωB97M-V/def2-TZVPD) results for one molecule with the formula C6H9N5 in a non-equilibrium geometry.

The geometry in XYZ format:
```
20
Properties=species:S:1:pos:R:3:forces:R:3
C 2.761 -0.421 -0.353 2.130 0.011 -1.596
C 1.374 -1.626 0.682 -0.052 0.340 -0.741
C 1.773 0.434 -0.069 -3.117 -0.231 1.386
C 0.660 2.499 0.325 2.482 -0.107 -1.552
C -2.648 0.284 0.493 0.466 0.181 -0.618
C -1.529 -1.120 -1.068 1.422 5.077 -1.767
N 2.522 -1.696 0.070 0.328 0.359 0.626
N 1.466 1.754 -0.309 0.892 -0.039 -1.146
N 0.805 -0.402 0.583 0.900 0.547 -1.622
N -0.420 0.051 0.930 -0.716 1.030 2.525
N -1.466 -0.102 0.174 0.750 -3.743 -1.968
H 3.675 -0.189 -0.898 -0.272 -0.008 0.238
H 1.004 -2.406 1.265 -1.050 -1.094 0.602
H 0.696 3.495 -0.017 -0.573 1.276 -0.427
H 0.248 2.305 1.239 -1.510 -0.854 2.219
H -3.384 -0.199 -0.056 -1.504 -0.101 -0.756
H -2.821 1.003 1.215 -0.167 0.993 1.548
H -2.266 -0.617 -1.779 0.898 -0.700 1.060
H -0.539 -1.010 -1.626 -1.193 -0.875 1.137
H -1.911 -2.038 -0.801 -0.114 -2.064 0.851
```
Positions in Å, forces in eV/Å.

Results
Net charge = 0
E_HOMO = -8.09 eV
LUMO level = 0.467 eV
Gap between HOMO and LUMO = 0.31449 hartree